No. 1
Computed, not measured: the ion C3H8O2P with charge -1 in a non-equilibrium geometry, with ωB97M-V/def2-TZVPD.

Computed properties:
**Net charge**: -1
**E_HOMO**: -2.913 eV
**E_LUMO**: 0.1464 Ha
**Orbital gap**: 0.2534 hartree
**DFT total energy**: -16623.8136 eV
**Structure (SMILES)**: C=[P@]([O-])(O)CC
**Relative energy (zero: lowest compared OMol25 entry of this formula, charge and spin)**: 371.5 kJ/mol

Geometry (Å):
1 C 2.021 1.183 0.700
2 C -1.856 -0.456 0.254
3 C -0.712 0.540 0.388
4 O 0.719 -1.844 0.226
5 O 0.527 -0.280 -1.827
6 P 0.802 -0.410 -0.188
7 H 2.364 1.696 -0.313
8 H 2.917 0.551 1.015
9 H -2.754 0.193 -0.038
10 H -1.508 -1.130 -0.558
11 H -2.000 -1.071 1.122
12 H -0.466 0.699 1.376
13 H -0.784 1.572 0.005
14 H 0.730 -1.243 -2.161

=====

No. 2
Computed, not measured: a cluster of 2 separate species, C3H12N2S in total in a non-equilibrium geometry, with ωB97M-V/def2-TZVPD.

Computed properties:
**E_HOMO**: -8.914 eV
**E_LUMO**: 0.0365 Ha
**Orbital gap**: 0.3641 hartree
**DFT total energy**: -17120.2513 eV
**Structure (SMILES)**: CCS.NCN
**Relative energy (zero: lowest compared OMol25 entry of this formula, charge and spin)**: 57.4 kJ/mol

Geometry (Å):
1 C 1.894 1.139 0.289
2 C 1.435 2.380 -0.437
3 S 0.153 2.246 -1.705
4 H 1.088 0.789 0.951
5 H 2.608 1.322 1.099
6 H 2.050 0.264 -0.310
7 H 0.999 3.037 0.320
8 H 2.356 2.818 -0.823
9 H 0.745 2.936 -2.693
10 N -2.093 -3.469 1.095
11 C -1.033 -2.647 1.665
12 N -0.523 -1.686 0.686
13 H -2.988 -3.006 1.201
14 H -2.109 -4.446 1.335
15 H -1.486 -2.080 2.484
16 H -0.181 -3.164 2.074
17 H 0.031 -2.180 0.003
18 H -1.311 -1.177 0.294

=====

No. 3
Computed, not measured: a cluster of 6 separate species, C12H36O12 in total in a non-equilibrium geometry, with ωB97M-V/def2-TZVPD.

Computed properties:
**E_HOMO**: -9.773 eV
**E_LUMO**: 0.0191 Ha
**Orbital gap**: 0.3783 hartree
**DFT total energy**: -37593.4946 eV
**Structure (SMILES)**: OCCO.OCCO.OCCO.OCCO.OCCO.OCCO
**Relative energy (zero: lowest compared OMol25 entry of this formula, charge and spin)**: 166.1 kJ/mol

Geometry (Å):
1 C -5.454 15.686 -1.142
2 C -3.934 15.407 -1.052
3 O -3.330 16.680 -1.344
4 O -5.860 16.520 -0.094
5 H -6.013 14.747 -1.110
6 H -5.724 16.137 -2.103
7 H -3.572 14.519 -1.575
8 H -3.675 15.231 0.002
9 H -2.412 16.501 -1.580
10 H -5.582 17.426 -0.260
11 C -5.790 14.005 2.458
12 C -4.669 13.145 3.067
13 O -4.643 11.828 2.537
14 O -5.571 15.385 2.695
15 H -6.786 13.795 2.878
16 H -5.955 13.692 1.425
17 H -4.581 13.181 4.150
18 H -3.856 13.748 2.634
19 H -3.849 11.450 2.929
20 H -5.706 15.899 1.890
21 C -8.996 17.657 3.261
22 C -8.892 16.231 3.793
23 O -7.626 16.032 4.391
24 O -8.219 17.812 2.091
25 H -8.685 18.426 3.980
26 H -10.000 17.963 2.951
27 H -9.050 15.587 2.922
28 H -9.691 16.000 4.507
29 H -7.178 15.360 3.858
30 H -7.291 17.607 2.234
31 C -9.595 21.486 6.698
32 C -9.876 20.039 6.319
33 O -10.453 19.384 7.474
34 O -10.806 22.223 6.522
35 H -8.787 21.865 6.059
36 H -9.286 21.549 7.745
37 H -8.882 19.627 6.116
38 H -10.525 19.835 5.472
39 H -10.761 20.081 8.057
40 H -10.676 23.105 6.888
41 C -9.506 12.951 1.704
42 C -8.768 13.466 0.474
43 O -7.704 12.572 0.126
44 O -10.516 12.034 1.285
45 H -10.060 13.808 2.113
46 H -8.855 12.455 2.426
47 H -8.354 14.465 0.621
48 H -9.483 13.493 -0.357
49 H -8.087 11.692 0.222
50 H -11.160 11.851 1.968
51 C -11.598 18.465 -0.371
52 C -11.404 19.762 0.401
53 O -12.418 20.750 0.189
54 O -11.474 18.635 -1.769
55 H -12.559 18.010 -0.127
56 H -10.851 17.729 -0.038
57 H -10.391 20.167 0.350
58 H -11.577 19.453 1.438
59 H -12.309 20.989 -0.742
60 H -10.764 19.252 -1.966

=====

No. 4
Computed, not measured: a cluster of 14 separate species, C56H108N6O19 in total in a non-equilibrium geometry, with ωB97M-V/def2-TZVPD.

Computed properties:
**E_HOMO**: -8.276 eV
**E_LUMO**: 0.0094 Ha
**Orbital gap**: 0.3136 hartree
**DFT total energy**: -107667.1446 eV
**Relative energy (zero: lowest compared OMol25 entry of this formula, charge and spin)**: 0.0 kJ/mol

Geometry (Å):
1 O 3.600 2.414 -0.880
2 C 4.611 2.569 -0.200
3 N 4.912 3.760 0.276
4 C 5.544 1.403 0.076
5 H 4.255 4.526 0.246
6 H 5.857 3.961 0.569
7 H 5.720 0.732 -0.765
8 H 5.001 0.774 0.781
9 H 6.501 1.706 0.499
10 O 0.030 4.496 -2.086
11 C -0.175 3.312 -1.818
12 N 0.693 2.530 -1.304
13 C -1.497 2.633 -1.980
14 H 0.367 1.647 -0.938
15 H 1.617 2.869 -1.081
16 H -1.394 1.558 -2.127
17 H -2.088 3.015 -2.812
18 H -2.096 2.766 -1.078
19 O 0.751 -3.097 6.125
20 C 1.008 -2.027 5.601
21 N 2.123 -1.878 4.928
22 C 0.050 -0.912 5.719
23 H 2.455 -1.023 4.506
24 H 2.618 -2.742 4.762
25 H -0.966 -1.216 5.467
26 H 0.282 -0.117 5.010
27 H 0.016 -0.452 6.707
28 C -0.255 -0.929 -4.881
29 C -0.066 -1.199 -6.409
30 N 0.070 0.066 -7.198
31 C -0.845 1.138 -6.706
32 C -0.635 2.547 -7.246
33 C 0.093 -0.059 -8.645
34 C 0.850 -1.256 -9.154
35 H -1.102 -0.293 -4.624
36 H 0.605 -0.355 -4.537
37 H -0.174 -1.847 -4.300
38 H 0.700 -1.955 -6.585
39 H -0.980 -1.682 -6.752
40 H -0.671 1.315 -5.645
41 H -1.891 0.843 -6.794
42 H -0.731 2.521 -8.331
43 H 0.343 2.870 -6.888
44 H -1.469 3.184 -6.951
45 H -0.881 -0.112 -9.131
46 H 0.551 0.815 -9.107
47 H 1.865 -1.487 -8.832
48 H 0.325 -2.205 -9.041
49 H 0.862 -1.062 -10.226
50 C -0.512 1.340 1.975
51 C 0.770 0.734 1.416
52 N 0.564 -0.194 0.231
53 C -0.454 -1.222 0.571
54 C -0.030 -2.204 1.656
55 C 1.847 -0.708 -0.268
56 C 1.608 -1.627 -1.394
57 H -1.120 1.598 1.108
58 H -0.328 2.268 2.516
59 H -1.053 0.688 2.661
60 H 1.412 1.491 0.967
61 H 1.341 0.209 2.181
62 H -1.415 -0.797 0.861
63 H -0.612 -1.802 -0.338
64 H -0.037 -1.821 2.676
65 H -0.688 -3.062 1.522
66 H 0.933 -2.615 1.353
67 H 2.260 -1.147 0.640
68 H 2.545 0.037 -0.650
69 H 1.162 -2.550 -1.023
70 H 2.566 -1.937 -1.811
71 H 1.025 -1.159 -2.187
72 C -7.968 2.134 -0.569
73 C -6.749 2.011 0.412
74 N -5.667 1.181 -0.093
75 C -4.368 1.621 0.507
76 C -4.094 1.312 1.980
77 C -5.925 -0.243 -0.014
78 C -5.067 -1.056 -1.008
79 H -7.629 2.407 -1.568
80 H -8.663 2.894 -0.212
81 H -8.443 1.181 -0.805
82 H -6.352 3.018 0.539
83 H -7.019 1.633 1.398
84 H -3.535 1.193 -0.050
85 H -4.231 2.663 0.218
86 H -3.611 0.347 2.138
87 H -3.276 2.001 2.191
88 H -4.988 1.318 2.604
89 H -6.979 -0.352 -0.268
90 H -5.856 -0.640 0.999
91 H -4.934 -0.588 -1.984
92 H -5.476 -2.034 -1.263
93 H -4.006 -1.098 -0.763
94 O 3.599 3.995 -5.641
95 C 3.789 2.826 -5.328
96 O 4.976 2.419 -5.051
97 C 4.962 1.166 -4.373
98 C 3.513 0.811 -4.152
99 C 2.806 1.716 -5.154
100 H 5.407 1.310 -3.388
101 H 5.529 0.397 -4.898
102 H 3.106 0.900 -3.145
103 H 3.355 -0.224 -4.455
104 H 1.828 2.080 -4.839
105 H 2.745 1.196 -6.110
106 O 3.066 0.357 3.812
107 C 3.682 1.412 3.699
108 O 3.095 2.515 3.257
109 C 3.848 3.658 3.375
110 C 5.018 3.262 4.277
111 C 5.129 1.758 4.065
112 H 3.258 4.452 3.833
113 H 4.221 3.922 2.386
114 H 4.727 3.494 5.302
115 H 5.858 3.900 4.004
116 H 5.491 1.236 4.951
117 H 5.765 1.560 3.202
118 O -5.662 -4.753 -1.893
119 C -4.512 -4.737 -2.295
120 O -3.473 -4.440 -1.529
121 C -2.235 -4.357 -2.259
122 C -2.491 -5.145 -3.554
123 C -4.034 -5.092 -3.738
124 H -1.353 -4.715 -1.729
125 H -2.034 -3.298 -2.418
126 H -2.106 -6.153 -3.402
127 H -1.909 -4.739 -4.382
128 H -4.325 -6.090 -4.064
129 H -4.278 -4.329 -4.477
130 O -2.289 -5.509 2.330
131 C -3.100 -4.651 2.583
132 O -3.427 -4.480 3.857
133 C -4.433 -3.471 3.935
134 C -4.157 -2.566 2.789
135 C -3.859 -3.566 1.760
136 H -4.309 -2.970 4.894
137 H -5.431 -3.898 3.833
138 H -3.319 -1.884 2.936
139 H -5.074 -2.034 2.534
140 H -3.448 -3.320 0.780
141 H -4.822 -3.972 1.449
142 O -1.982 6.672 5.536
143 C -1.087 5.893 5.455
144 O -0.721 5.409 4.253
145 C 0.205 4.249 4.461
146 C 0.865 4.577 5.771
147 C -0.297 5.242 6.518
148 H 0.973 4.111 3.700
149 H -0.419 3.358 4.397
150 H 1.713 5.244 5.616
151 H 1.295 3.694 6.242
152 H 0.136 5.851 7.311
153 H -0.954 4.522 7.007
154 O 1.791 -5.003 1.248
155 C 0.886 -5.822 1.246
156 O 0.186 -6.019 0.074
157 C -0.755 -7.091 0.185
158 C -0.390 -7.733 1.549
159 C 0.381 -6.766 2.331
160 H -0.783 -7.771 -0.666
161 H -1.765 -6.697 0.296
162 H 0.109 -8.680 1.342
163 H -1.260 -8.077 2.107
164 H 1.109 -7.233 2.994
165 H -0.264 -6.169 2.976
166 O 6.751 -1.403 2.940
167 C 5.885 -2.149 2.563
168 O 4.752 -1.751 1.957
169 C 3.862 -2.849 1.954
170 C 4.812 -4.031 1.888
171 C 5.968 -3.655 2.791
172 H 3.095 -2.839 1.179
173 H 3.313 -2.946 2.891
174 H 5.290 -4.296 0.945
175 H 4.361 -4.992 2.133
176 H 6.935 -4.025 2.451
177 H 5.722 -4.015 3.790
178 O 2.176 5.681 0.747
179 C 0.915 5.766 0.755
180 O 0.134 4.749 1.138
181 C -1.193 5.034 0.889
182 C -1.284 6.571 0.757
183 C 0.069 6.938 0.206
184 H -1.732 4.676 1.766
185 H -1.585 4.527 0.008
186 H -1.532 7.145 1.650
187 H -2.120 6.820 0.103
188 H 0.377 7.909 0.594
189 H 0.057 6.939 -0.884

=====

Q: Look up the orbital gap of the second one.
A: 0.3641 hartree

=====

Q: Which value of orbital gap does entry 2 give?
A: 0.3641 hartree

=====

Q: Which formula does entry 4 have?
A: C56H108N6O19